1.
This record from the OMol25 dataset describes a 8-piece molecular cluster, C48H120N8 overall at a distorted geometry. The level of theory is ωB97M-V/def2-TZVPD.

Each line ends with the Löwdin charge.
CARTESIAN COORDINATES (ANGSTROEM)
1 C -1.02 -0.74 2.67  -0.06
2 C -0.04 -0.62 1.42  -0.24
3 N -0.79 -0.10 0.23  -0.20
4 C -1.33 -1.29 -0.40  -0.28
5 C -2.38 -1.01 -1.44  -0.09
6 C 0.12 0.77 -0.58  -0.24
7 C 0.26 2.12 0.13  -0.09
8 H -0.48 -1.22 3.49  0.06
9 H -1.85 -1.40 2.42  0.05
10 H -1.32 0.21 3.10  0.07
11 H 0.81 -0.01 1.71  0.10
12 H 0.40 -1.56 1.08  0.10
13 H -0.50 -1.81 -0.87  0.11
14 H -1.81 -1.82 0.43  0.10
15 H -3.27 -1.64 -1.41  0.06
16 H -2.81 -0.02 -1.33  0.08
17 H -2.00 -1.26 -2.43  0.07
18 H -0.18 0.93 -1.61  0.11
19 H 1.08 0.25 -0.58  0.10
20 H 0.53 2.03 1.18  0.06
21 H -0.65 2.72 0.15  0.07
22 H 1.07 2.64 -0.37  0.07
23 C -1.78 3.53 -6.91  -0.09
24 C -2.95 3.94 -7.76  -0.29
25 N -2.50 4.58 -8.97  -0.21
26 C -3.53 5.29 -9.71  -0.24
27 C -2.95 5.99 -11.00  -0.08
28 C -1.61 3.74 -9.83  -0.23
29 C -2.33 2.48 -10.35  -0.08
30 H -1.28 2.67 -7.36  0.06
31 H -1.98 3.32 -5.86  0.07
32 H -1.10 4.37 -7.00  0.08
33 H -3.66 3.17 -8.05  0.11
34 H -3.55 4.61 -7.15  0.11
35 H -4.28 4.62 -10.14  0.09
36 H -4.11 5.89 -9.01  0.11
37 H -2.81 5.29 -11.81  0.06
38 H -3.65 6.74 -11.37  0.06
39 H -2.02 6.53 -10.85  0.07
40 H -0.70 3.56 -9.26  0.10
41 H -1.17 4.18 -10.72  0.10
42 H -2.41 1.64 -9.66  0.06
43 H -1.92 2.14 -11.30  0.07
44 H -3.39 2.71 -10.42  0.06
45 C 3.20 -4.08 4.35  -0.07
46 C 2.90 -5.32 5.28  -0.22
47 N 1.61 -5.93 4.84  -0.22
48 C 0.89 -6.53 5.97  -0.21
49 C 0.40 -5.48 7.08  -0.07
50 C 1.88 -6.87 3.79  -0.30
51 C 0.67 -7.09 2.93  -0.09
52 H 4.25 -3.84 4.23  0.06
53 H 2.68 -3.20 4.74  0.06
54 H 2.82 -4.22 3.34  0.06
55 H 3.73 -5.99 5.08  0.10
56 H 2.90 -5.11 6.35  0.10
57 H 0.02 -7.14 5.73  0.11
58 H 1.67 -7.18 6.36  0.10
59 H 1.19 -4.87 7.51  0.05
60 H -0.27 -4.72 6.68  0.06
61 H -0.14 -5.91 7.92  0.06
62 H 2.25 -7.79 4.24  0.12
63 H 2.66 -6.47 3.15  0.11
64 H 0.32 -6.18 2.44  0.08
65 H -0.18 -7.65 3.31  0.07
66 H 0.91 -7.78 2.12  0.07
67 C -0.14 -4.06 -5.92  -0.11
68 C -0.64 -5.39 -5.49  -0.25
69 N -0.09 -5.93 -4.21  -0.20
70 C 1.37 -5.89 -4.04  -0.29
71 C 2.05 -6.94 -4.81  -0.10
72 C -0.82 -7.05 -3.62  -0.23
73 C -2.18 -6.61 -3.00  -0.10
74 H 0.34 -3.56 -5.07  0.07
75 H -0.83 -3.31 -6.30  0.08
76 H 0.74 -4.07 -6.57  0.07
77 H -1.67 -5.15 -5.21  0.10
78 H -0.59 -6.14 -6.27  0.11
79 H 1.56 -5.96 -2.97  0.11
80 H 1.83 -4.94 -4.31  0.10
81 H 1.57 -6.89 -5.79  0.08
82 H 1.87 -7.95 -4.44  0.07
83 H 3.13 -6.77 -4.75  0.08
84 H -0.97 -7.80 -4.40  0.11
85 H -0.21 -7.45 -2.81  0.11
86 H -3.04 -6.33 -3.60  0.06
87 H -2.78 -7.41 -2.57  0.06
88 H -2.05 -5.88 -2.20  0.07
89 C -2.35 2.74 12.18  -0.09
90 C -1.27 2.28 11.14  -0.24
91 N -1.62 2.65 9.73  -0.22
92 C -0.45 2.66 8.91  -0.26
93 C -0.78 3.36 7.56  -0.08
94 C -2.78 1.81 9.30  -0.17
95 C -2.46 0.21 9.10  -0.06
96 H -3.13 1.99 12.35  0.05
97 H -2.91 3.66 12.00  0.07
98 H -1.72 2.79 13.07  0.06
99 H -0.35 2.80 11.43  0.10
100 H -1.02 1.24 11.36  0.10
101 H 0.21 3.35 9.43  0.11
102 H -0.07 1.63 8.87  0.11
103 H -1.52 2.88 6.91  0.06
104 H -1.21 4.31 7.85  0.08
105 H 0.08 3.48 6.91  0.06
106 H -3.10 2.32 8.40  0.09
107 H -3.58 1.82 10.04  0.09
108 H -2.28 -0.17 8.09  0.05
109 H -3.16 -0.41 9.66  0.05
110 H -1.49 -0.09 9.52  0.04
111 C 7.55 3.64 -8.78  -0.09
112 C 6.25 4.45 -8.52  -0.23
113 N 5.64 4.19 -7.17  -0.19
114 C 4.38 4.95 -7.07  -0.28
115 C 3.72 4.98 -5.69  -0.09
116 C 5.49 2.80 -6.69  -0.23
117 C 4.76 1.87 -7.70  -0.08
118 H 8.26 3.70 -7.97  0.07
119 H 8.11 3.95 -9.67  0.07
120 H 7.33 2.58 -8.90  0.05
121 H 6.43 5.50 -8.74  0.11
122 H 5.48 4.14 -9.22  0.10
123 H 4.57 5.98 -7.38  0.11
124 H 3.66 4.56 -7.78  0.10
125 H 3.43 4.00 -5.31  0.06
126 H 4.40 5.44 -4.98  0.07
127 H 2.80 5.56 -5.71  0.07
128 H 4.99 2.84 -5.73  0.09
129 H 6.51 2.43 -6.60  0.10
130 H 4.74 0.91 -7.19  0.07
131 H 5.26 1.82 -8.67  0.05
132 H 3.76 2.19 -7.98  0.06
133 C 4.90 5.26 2.15  -0.09
134 C 5.76 6.14 1.18  -0.21
135 N 7.16 5.56 1.16  -0.16
136 C 8.12 6.58 0.81  -0.31
137 C 9.53 6.04 0.68  -0.10
138 C 7.24 4.37 0.25  -0.27
139 C 7.12 4.56 -1.20  -0.11
140 H 5.00 4.19 1.96  0.05
141 H 3.85 5.49 2.02  0.06
142 H 5.25 5.34 3.18  0.07
143 H 5.29 6.14 0.20  0.09
144 H 5.65 7.16 1.56  0.11
145 H 7.84 7.09 -0.11  0.11
146 H 8.25 7.31 1.62  0.11
147 H 10.03 6.95 0.37  0.08
148 H 9.83 5.55 1.61  0.08
149 H 9.62 5.26 -0.08  0.05
150 H 6.40 3.74 0.56  0.10
151 H 8.07 3.66 0.32  0.11
152 H 7.21 3.60 -1.70  0.08
153 H 7.91 5.17 -1.63  0.07
154 H 6.14 4.99 -1.42  0.07
155 C -11.44 -4.24 5.13  -0.08
156 C -10.26 -4.23 6.12  -0.27
157 N -9.02 -3.97 5.36  -0.21
158 C -7.88 -4.29 6.26  -0.24
159 C -6.51 -4.21 5.50  -0.08
160 C -9.08 -2.61 4.89  -0.25
161 C -9.30 -1.55 6.03  -0.07
162 H -12.30 -4.73 5.60  0.07
163 H -11.14 -4.79 4.24  0.08
164 H -11.79 -3.28 4.74  0.06
165 H -10.38 -3.74 7.09  0.10
166 H -10.03 -5.23 6.47  0.10
167 H -8.06 -5.34 6.50  0.10
168 H -7.87 -3.69 7.17  0.11
169 H -6.53 -4.63 4.50  0.07
170 H -5.82 -4.80 6.11  0.07
171 H -6.33 -3.16 5.26  0.06
172 H -8.13 -2.45 4.38  0.10
173 H -9.91 -2.58 4.19  0.09
174 H -9.45 -0.54 5.66  0.06
175 H -10.11 -1.79 6.71  0.06
176 H -8.38 -1.41 6.59  0.06

Output
Spin multiplicity: 1
SMILES string: CCN(CC)CC.CCN(CC)CC.CCN(CC)CC.CCN(CC)CC.CCN(CC)CC.CCN(CC)CC.CCN(CC)CC.CCN(CC)CC
LUMO level in eV: 0.397
Energy above the lowest of the compared OMol25 structures with the same formula, charge and spin in kcal per mole: 126.4
HOMO-LUMO gap in eV: 8.303
E_tot in eV: -63635.2973

2.
This record from the OMol25 dataset describes C42H41N3OP2SZr as an isolated structure at a distorted geometry. The level of theory is ωB97M-V/def2-TZVPD.

Each line ends with the Löwdin charge.
CARTESIAN COORDINATES (ANGSTROEM)
1 Zr -0.04 0.04 0.11  1.37
2 C 2.10 0.17 2.42  -0.23
3 P 0.31 0.36 2.85  1.01
4 C 0.01 2.14 2.83  -0.38
5 C 0.64 2.92 1.86  -0.13
6 C 0.31 4.26 1.71  -0.07
7 C -0.64 4.84 2.53  -0.06
8 C -1.29 4.06 3.48  -0.05
9 C -0.98 2.72 3.63  -0.07
10 C -0.09 -0.32 4.44  -0.39
11 C -0.94 -1.42 4.51  -0.09
12 C -1.24 -1.98 5.75  -0.06
13 C -0.69 -1.44 6.90  -0.04
14 C 0.15 -0.34 6.83  -0.05
15 C 0.46 0.23 5.60  -0.08
16 C 2.15 -0.60 1.13  -0.45
17 C 1.99 -1.97 0.97  -0.04
18 C 1.88 -2.22 -0.42  -0.04
19 C 1.96 -0.99 -1.06  -0.45
20 C 1.80 -0.67 -2.52  -0.23
21 P 0.16 0.16 -2.65  1.02
22 C 0.41 1.81 -3.33  -0.39
23 C 1.27 1.99 -4.41  -0.09
24 C 1.47 3.26 -4.94  -0.05
25 C 0.79 4.35 -4.40  -0.05
26 C -0.07 4.17 -3.33  -0.06
27 C -0.27 2.90 -2.79  -0.09
28 C -0.84 -0.79 -3.81  -0.36
29 C -1.04 -2.15 -3.60  -0.11
30 C -1.79 -2.89 -4.50  -0.06
31 C -2.36 -2.27 -5.61  -0.05
32 C -2.17 -0.91 -5.81  -0.05
33 C -1.41 -0.17 -4.92  -0.07
34 N 2.10 0.03 -0.12  -0.08
35 H 2.60 -0.40 3.21  0.11
36 H 2.58 1.15 2.36  0.09
37 H 1.43 2.53 1.23  0.09
38 H 0.83 4.85 0.97  0.12
39 H -0.88 5.89 2.43  0.12
40 H -2.04 4.51 4.12  0.12
41 H -1.49 2.13 4.38  0.11
42 H -1.36 -1.84 3.60  0.08
43 H -1.89 -2.84 5.81  0.11
44 H -0.92 -1.87 7.86  0.12
45 H 0.57 0.08 7.74  0.12
46 H 1.11 1.09 5.55  0.12
47 H 1.99 -2.71 1.76  0.13
48 H 1.79 -3.18 -0.90  0.13
49 H 1.79 -1.58 -3.12  0.10
50 H 2.61 -0.02 -2.88  0.10
51 H 1.79 1.15 -4.85  0.12
52 H 2.14 3.39 -5.78  0.12
53 H 0.94 5.33 -4.81  0.12
54 H -0.61 5.01 -2.91  0.11
55 H -0.96 2.77 -1.97  0.07
56 H -0.61 -2.66 -2.74  0.08
57 H -1.93 -3.95 -4.35  0.11
58 H -2.94 -2.84 -6.31  0.12
59 H -2.60 -0.42 -6.68  0.12
60 H -1.27 0.89 -5.09  0.11
61 C -3.85 -4.09 1.77  -0.05
62 C -3.94 -3.62 0.34  -0.23
63 N -4.18 -2.16 0.23  -0.09
64 C -5.61 -1.75 0.31  -0.16
65 C -5.97 -1.13 1.65  -0.06
66 C -3.23 -1.27 0.11  -0.57
67 S -1.56 -1.92 0.15  0.69
68 N -3.67 0.01 -0.01  0.14
69 C -2.98 1.10 -0.01  -0.35
70 O -1.67 1.17 0.09  -0.30
71 C -3.65 2.40 -0.14  -0.14
72 C -2.90 3.58 -0.11  -0.03
73 C -3.54 4.80 -0.23  -0.05
74 C -4.92 4.85 -0.38  -0.04
75 C -5.67 3.68 -0.41  -0.05
76 C -5.04 2.46 -0.29  0.00
77 H -3.67 -5.17 1.79  0.09
78 H -4.77 -3.90 2.32  0.08
79 H -3.03 -3.60 2.29  0.06
80 H -4.77 -4.09 -0.18  0.13
81 H -3.04 -3.87 -0.22  0.07
82 H -6.18 -2.66 0.13  0.12
83 H -5.81 -1.07 -0.52  0.12
84 H -5.85 -1.84 2.46  0.07
85 H -7.02 -0.82 1.63  0.09
86 H -5.37 -0.25 1.85  0.07
87 H -1.83 3.55 0.04  0.09
88 H -2.97 5.72 -0.19  0.11
89 H -5.42 5.81 -0.48  0.12
90 H -6.74 3.73 -0.52  0.12
91 H -5.60 1.54 -0.31  0.11

Output
Spin multiplicity: 1
LUMO level in eV: -6.418
Charge: +2
HOMO-LUMO gap in eV: 7.139
E_tot in eV: -81421.0602